C24H28BrCrF6N7O3 as an isolated structure. Source: OMol25; level of theory: wB97M-V/def2-TZVPD.

Its relative energy (zero: lowest compared OMol25 entry of this formula, charge and spin) is 3.6 kcal/mol. The calculation puts the LUMO energy (spin up / spin down) at -2.71 / -2.91 eV. As for the energy: -5757.98168 a.u. Its expectation value of S² is 3.771. For the gap between HOMO and LUMO (spin up / spin down), the calculation gives 7.90 / 7.69 eV.

The geometry in ORCA input format:
```
! wB97M-V def2-TZVPD RIJCOSX def2/J DEFGRID3
* xyz 1 4
Cr -0.861 -0.111 -0.244
O -0.565 2.107 2.938
C 0.263 1.448 3.801
C 0.551 2.033 5.022
C 1.412 1.400 5.907
C 1.980 0.174 5.592
C 1.678 -0.409 4.368
C 0.833 0.216 3.460
C 0.621 -0.395 2.102
O -0.690 -0.245 1.627
N 1.534 0.314 1.155
N 1.143 0.278 -0.138
C 1.934 0.565 -1.095
C 1.497 0.653 -2.490
Br -0.343 0.275 -2.822
C 2.257 0.981 -3.528
C 3.729 1.142 -3.491
C 4.549 0.221 -2.840
C 5.924 0.400 -2.824
C 6.492 1.494 -3.460
C 5.683 2.397 -4.140
C 4.309 2.215 -4.166
H -0.841 1.429 2.283
H 0.092 2.983 5.265
H 1.631 1.867 6.859
H 2.641 -0.324 6.289
H 2.103 -1.375 4.110
H 0.903 -1.450 2.131
H 2.531 0.252 1.321
H 2.974 0.796 -0.883
H 1.772 1.139 -4.485
H 4.121 -0.666 -2.389
H 6.553 -0.327 -2.326
H 7.565 1.632 -3.444
H 6.125 3.239 -4.656
H 3.679 2.911 -4.708
C -5.467 -1.250 -0.767
N -5.142 0.163 -0.575
C -6.237 1.054 -0.190
C -3.848 0.505 -0.401
N -2.863 -0.331 -0.371
N -3.617 1.868 -0.258
C -2.416 2.501 0.005
N -2.552 3.827 0.244
N -1.287 1.885 -0.003
H -6.437 -1.314 -1.252
H -5.502 -1.796 0.178
H -4.745 -1.719 -1.431
H -7.170 0.563 -0.446
H -6.232 1.988 -0.755
H -6.238 1.270 0.880
H -3.128 -1.307 -0.396
H -4.404 2.472 -0.405
H -3.434 4.192 0.562
H -1.741 4.327 0.572
H -0.527 2.481 0.303
C -0.597 -3.661 1.011
C -0.317 -3.203 -0.419
O -0.676 -1.913 -0.655
C 1.196 -3.352 -0.727
F 1.921 -2.845 0.293
F 1.564 -2.675 -1.817
F 1.566 -4.625 -0.890
C -1.138 -4.074 -1.393
F -0.805 -3.859 -2.668
F -2.449 -3.766 -1.273
F -1.029 -5.381 -1.146
H -0.225 -2.906 1.696
H -0.132 -4.620 1.241
H -1.672 -3.758 1.153
*
```